Below is a structure of composition C24H37IrN2O10S2Si, with properties calculated with ωB97M-V with the def2-TZVPD basis set.

Properties
<S²>   8.780

```
! wB97M-V def2-TZVPD RIJCOSX def2/J DEFGRID3
* xyz 1 6
Ir -0.131 -1.084 -0.833
O 3.381 -3.989 3.075
C 3.975 -3.917 1.891
O 5.091 -4.310 1.698
C 3.184 -3.339 0.758
C 3.654 -3.334 -0.546
N 2.704 -2.788 -1.314
N 1.639 -2.438 -0.595
C 1.915 -2.739 0.669
C 0.829 -2.448 1.664
O 0.875 -2.952 2.783
O -0.141 -1.730 1.228
H 2.486 -3.567 3.079
H 4.592 -3.688 -0.941
H 2.709 -2.636 -2.312
C 0.512 -6.506 2.716
C -0.154 -5.760 1.632
C 0.250 -5.911 0.276
C -0.344 -5.177 -0.707
C -1.345 -4.238 -0.361
C -1.817 -4.133 0.963
C -1.227 -4.880 1.942
S -1.967 -3.101 -1.617
O -0.741 -2.749 -2.372
O -2.994 -3.801 -2.305
O -2.338 -1.918 -0.813
H 1.416 -7.015 2.395
H -0.192 -7.251 3.109
H 0.726 -5.837 3.554
H 1.046 -6.609 0.052
H -0.044 -5.260 -1.744
H -2.596 -3.418 1.184
H -1.523 -4.777 2.977
C -2.789 3.163 -3.578
C -2.547 2.578 -2.195
C -3.348 3.320 -1.136
C -2.854 1.089 -2.169
O -1.136 2.785 -1.934
Si -0.100 2.268 -0.818
S 0.916 0.580 -1.810
O -0.834 1.709 0.505
C -0.585 1.924 1.927
C -0.917 3.379 2.237
C -1.536 0.988 2.652
C 0.865 1.609 2.253
O 1.041 3.345 -0.486
C 1.572 4.508 -1.180
C 2.719 4.997 -0.312
C 2.061 4.066 -2.552
C 0.484 5.565 -1.291
H -3.833 3.045 -3.865
H -2.165 2.660 -4.317
H -2.548 4.226 -3.585
H -4.414 3.242 -1.352
H -3.077 4.377 -1.131
H -3.164 2.902 -0.147
H -3.898 0.913 -2.428
H -2.695 0.681 -1.168
H -2.228 0.552 -2.885
H -1.952 3.598 1.973
H -0.260 4.050 1.683
H -0.786 3.577 3.302
H -2.568 1.217 2.383
H -1.428 1.110 3.730
H -1.323 -0.051 2.401
H 1.542 2.286 1.734
H 1.105 0.578 1.976
H 1.031 1.712 3.325
H 3.483 4.226 -0.218
H 2.357 5.253 0.684
H 3.174 5.885 -0.751
H 2.820 3.289 -2.454
H 2.499 4.908 -3.087
H 1.231 3.685 -3.151
H 0.087 5.806 -0.304
H -0.331 5.223 -1.926
H 0.901 6.476 -1.721
*
```

---

Below is the molecule C24H37N3O6S, with properties calculated with ωB97M-V with the def2-TZVPD basis set.

```
! wB97M-V def2-TZVPD RIJCOSX def2/J DEFGRID3
* xyz 0 1
C -2.769 -2.932 2.281
C -2.431 -3.556 0.931
C -0.944 -3.871 0.725
C -0.398 -4.837 1.775
C -0.087 -2.595 0.718
N -0.617 -1.609 -0.209
S -0.890 -0.042 0.227
O -0.289 0.816 -0.767
O -0.496 0.141 1.595
C -2.657 0.094 0.095
C -3.248 -0.085 -1.141
C -4.625 -0.022 -1.246
C -5.413 0.220 -0.123
C -6.904 0.263 -0.247
C -4.793 0.405 1.108
C -3.415 0.342 1.220
C 1.336 -2.912 0.231
O 1.476 -3.669 -0.718
N 2.387 -2.312 0.821
C 2.370 -1.237 1.791
C 2.990 0.037 1.182
C 2.945 -0.064 -0.347
C 3.374 1.272 -0.936
O 4.537 1.586 -1.117
N 2.350 2.099 -1.189
C 2.578 3.426 -1.721
C 3.908 3.953 -1.184
O 4.766 4.453 -1.856
O 3.946 3.933 0.155
C 1.429 4.376 -1.334
C 0.124 3.943 -2.002
C 1.766 5.810 -1.738
C 3.857 -1.209 -0.794
C 3.679 -2.406 0.157
H -3.831 -2.700 2.323
H -2.540 -3.615 3.095
H -2.217 -2.008 2.433
H -2.994 -4.486 0.821
H -2.754 -2.878 0.138
H -0.832 -4.337 -0.259
H -0.352 -4.366 2.754
H 0.605 -5.154 1.501
H -1.031 -5.718 1.840
H -0.110 -2.138 1.705
H -0.353 -1.755 -1.169
H -2.626 -0.261 -2.004
H -5.098 -0.160 -2.207
H -7.200 0.818 -1.134
H -7.297 -0.750 -0.343
H -7.357 0.723 0.626
H -5.393 0.599 1.985
H -2.915 0.489 2.164
H 1.356 -1.013 2.107
H 2.944 -1.559 2.668
H 4.029 0.160 1.492
H 2.427 0.908 1.517
H 1.914 -0.259 -0.654
H 1.396 1.794 -1.040
H 2.671 3.387 -2.817
H 4.821 4.225 0.455
H 1.312 4.325 -0.247
H -0.176 2.944 -1.697
H -0.673 4.631 -1.730
H 0.234 3.958 -3.085
H 2.646 6.172 -1.214
H 1.963 5.865 -2.806
H 0.933 6.469 -1.505
H 4.891 -0.862 -0.786
H 3.604 -1.497 -1.815
H 3.715 -3.348 -0.389
H 4.448 -2.412 0.932
*
```

---

Below is a cluster of 7 separate species, C24H37N5O2 in total at a distorted geometry, with properties calculated with ωB97M-V with the def2-TZVPD basis set.

```
! wB97M-V def2-TZVPD RIJCOSX def2/J DEFGRID3
* xyz 0 1
C 1.756 -2.836 -0.824
C 2.030 -2.461 0.486
C 1.735 -3.502 1.275
N 1.291 -4.507 0.480
C 1.286 -4.077 -0.843
H 1.877 -2.301 -1.723
H 2.399 -1.506 0.745
H 1.745 -3.628 2.345
H 0.878 -5.254 0.907
H 0.895 -4.702 -1.556
C -2.369 1.057 -0.259
C -2.102 0.660 -1.583
C -1.178 -0.354 -1.447
N -0.877 -0.532 -0.152
C -1.635 0.352 0.610
H -3.110 1.801 -0.009
H -2.608 0.957 -2.443
H -0.697 -0.889 -2.181
H -0.342 -1.240 0.254
H -1.463 0.465 1.694
C 4.660 0.271 1.825
C 5.673 0.755 1.067
C 5.206 1.884 0.446
N 3.946 2.209 0.980
C 3.598 1.154 1.778
H 4.593 -0.618 2.503
H 6.576 0.188 0.907
H 5.752 2.582 -0.207
H 3.344 2.850 0.486
H 2.736 1.155 2.420
C 1.904 4.385 -1.905
C 2.542 3.178 -2.345
C 1.717 2.128 -2.002
N 0.602 2.631 -1.360
C 0.678 3.983 -1.345
H 2.129 5.453 -2.010
H 3.463 2.958 -2.887
H 1.724 1.079 -2.311
H -0.223 2.099 -1.074
H -0.205 4.600 -1.130
C -2.676 -4.816 0.413
C -2.396 -3.665 -0.349
C -3.336 -2.699 -0.009
N -4.109 -3.204 0.999
C -3.739 -4.470 1.304
H -2.144 -5.777 0.508
H -1.675 -3.685 -1.171
H -3.485 -1.698 -0.375
H -4.945 -2.804 1.369
H -4.295 -5.098 1.979
C -2.365 3.665 -4.036
C -3.806 3.640 -3.544
O -4.128 2.293 -3.404
H -2.110 4.675 -4.325
H -2.338 2.993 -4.921
H -1.735 3.206 -3.261
H -4.462 4.134 -4.267
H -3.920 4.138 -2.591
H -5.083 2.150 -3.404
C 0.102 -1.622 4.364
C 0.543 -0.165 4.570
O -0.073 0.721 3.609
H 0.575 -2.151 5.199
H 0.378 -1.993 3.373
H -0.969 -1.734 4.493
H 1.624 -0.105 4.507
H 0.302 0.036 5.646
H 0.336 1.610 3.713
*
```

---

Below is the molecule C24H37N5O4S2 at a distorted geometry, with properties calculated with ωB97M-V with the def2-TZVPD basis set.

```
! wB97M-V def2-TZVPD RIJCOSX def2/J DEFGRID3
* xyz 0 1
C -3.343 -2.931 -0.043
C -1.939 -2.504 -0.255
S -0.970 -3.341 -1.454
C 0.378 -2.312 -1.131
N 1.530 -2.352 -1.822
C 2.393 -1.443 -1.522
N 2.263 -0.537 -0.528
C 3.285 0.459 -0.288
C 2.872 1.850 -0.847
O 3.371 2.279 -1.865
N 1.991 2.484 -0.072
C 1.478 3.808 -0.346
C -0.055 3.859 -0.321
C -0.640 3.923 -1.735
N -0.200 2.796 -2.532
C -1.032 1.625 -2.343
C -0.378 0.414 -2.997
C -0.147 0.649 -4.488
C 0.568 -0.538 -5.125
C 0.659 1.938 -4.638
C -0.055 3.093 -3.943
C 1.136 -0.511 0.318
O 1.133 0.209 1.300
C 0.101 -1.409 -0.109
C -1.234 -1.522 0.367
S -1.886 -0.288 1.491
O -1.518 1.000 0.984
O -3.291 -0.536 1.682
N -1.040 -0.621 2.876
C -1.528 -1.777 3.589
C -0.452 -2.259 4.558
C -0.055 -1.134 5.517
C 1.048 -1.588 6.469
C 0.385 0.080 4.697
C -0.722 0.497 3.735
H -3.842 -2.217 0.607
H -3.868 -2.991 -0.994
H -3.373 -3.920 0.415
H 3.304 -1.404 -2.103
H 4.207 0.156 -0.785
H 3.444 0.539 0.791
H 1.573 1.986 0.707
H 1.890 4.491 0.407
H 1.858 4.096 -1.328
H -0.386 4.743 0.225
H -0.445 2.982 0.199
H -0.288 4.843 -2.212
H -1.740 3.978 -1.673
H -1.157 1.448 -1.272
H -2.039 1.778 -2.780
H 0.590 0.246 -2.524
H -1.003 -0.469 -2.842
H -1.120 0.781 -4.978
H 1.540 -0.686 -4.660
H 0.717 -0.368 -6.189
H -0.012 -1.449 -4.998
H 1.638 1.811 -4.174
H 0.802 2.177 -5.694
H 0.544 4.001 -4.047
H -1.035 3.269 -4.427
H -1.761 -2.545 2.847
H -2.454 -1.536 4.132
H -0.823 -3.121 5.114
H 0.425 -2.566 3.986
H -0.936 -0.855 6.108
H 1.938 -1.870 5.911
H 1.312 -0.787 7.154
H 0.722 -2.446 7.052
H 1.269 -0.173 4.113
H 0.628 0.916 5.355
H -0.396 1.306 3.083
H -1.612 0.822 4.296
*
```

---

Below is a structure of composition C24H38As3ILiNO2 at a distorted geometry, with properties calculated with ωB97M-V with the def2-TZVPD basis set.

```
! wB97M-V def2-TZVPD RIJCOSX def2/J DEFGRID3
* xyz 0 1
Li -1.480 -1.576 -0.939
C 2.999 -0.460 -1.800
As 1.402 -0.960 -0.864
C 2.132 -2.516 0.102
C 1.554 0.438 0.539
C 0.948 1.804 0.311
C 1.042 2.586 1.663
C -0.580 1.804 0.009
As -1.323 0.983 -1.683
C -3.092 1.883 -1.518
C -0.732 2.284 -3.076
C 1.669 2.597 -0.860
As 3.649 3.129 -0.929
C 4.731 1.992 0.359
C 3.468 4.761 0.147
H 3.390 -1.241 -2.466
H 3.794 -0.164 -1.140
H 2.936 0.475 -2.346
H 3.006 -2.206 0.700
H 2.353 -3.328 -0.522
H 1.281 -2.760 0.799
H 2.599 0.519 0.693
H 1.148 -0.001 1.438
H 0.327 2.092 2.357
H 0.669 3.645 1.542
H 2.107 2.596 1.926
H -0.870 2.889 -0.025
H -1.180 1.329 0.762
H -2.934 2.963 -1.698
H -3.412 1.782 -0.510
H -3.721 1.433 -2.249
H -0.364 3.171 -2.584
H -1.610 2.495 -3.655
H 0.015 1.816 -3.662
H 1.208 3.554 -1.033
H 1.404 1.992 -1.705
H 5.095 1.201 -0.281
H 4.271 1.582 1.243
H 5.504 2.701 0.630
H 2.539 5.310 -0.073
H 4.346 5.317 -0.137
H 3.547 4.450 1.257
C -5.240 -0.678 0.555
C -3.760 -0.895 0.609
O -3.233 -1.244 -0.461
C -2.952 -0.611 1.799
C -3.480 0.188 2.825
C -2.759 0.419 3.944
C -1.480 -0.164 4.120
C -0.899 -0.822 3.088
C -1.583 -1.056 1.873
O -0.922 -1.585 0.924
H -5.652 -1.431 -0.107
H -5.535 0.395 0.367
H -5.768 -0.896 1.491
H -4.525 0.602 2.641
H -3.244 0.998 4.782
H -0.967 -0.155 5.108
H 0.028 -1.381 3.218
I 0.505 -6.589 1.142
C -0.128 -5.451 -0.549
C 0.374 -5.925 -1.761
C 0.120 -5.137 -2.880
C -0.604 -3.954 -2.710
N -1.050 -3.519 -1.507
C -0.764 -4.236 -0.410
H 0.848 -6.877 -1.859
H 0.442 -5.404 -3.862
H -0.682 -3.233 -3.609
H -0.925 -3.719 0.504
*
```

---

Below is a structure of composition C24H38AsBrN3O2PtSSi3, with properties calculated with ωB97M-V with the def2-TZVPD basis set.

```
! wB97M-V def2-TZVPD RIJCOSX def2/J DEFGRID3
* xyz 3 1
Pt 0.365 0.642 0.190
N -0.896 -1.875 1.648
C -0.305 -1.027 2.502
N 0.264 0.113 2.132
C 0.862 0.765 3.226
C 1.567 1.959 3.195
C 2.064 2.461 4.387
C 1.864 1.790 5.595
C 1.161 0.598 5.632
C 0.666 0.102 4.433
S -0.244 -1.363 4.190
H -0.737 -1.816 0.652
H -1.223 -2.764 1.995
H 1.735 2.483 2.266
H 2.620 3.389 4.382
H 2.263 2.202 6.510
H 1.005 0.072 6.564
N 3.388 0.658 0.366
C 2.242 0.707 0.325
H 4.381 0.486 0.372
Br 0.757 -2.743 -7.667
C 0.469 -2.000 -5.986
C -0.532 -2.525 -5.164
C -0.743 -1.979 -3.919
C 0.023 -0.880 -3.494
C 1.043 -0.379 -4.319
C 1.264 -0.933 -5.559
C -0.198 -0.358 -2.175
O -0.868 -0.875 -1.282
O 0.355 0.859 -1.862
H -1.124 -3.362 -5.507
H -1.504 -2.388 -3.269
H 1.678 0.425 -3.973
H 2.051 -0.561 -6.200
C -3.151 3.715 0.039
Si -2.681 2.121 0.901
C -2.157 2.412 2.634
C -3.687 0.634 0.512
As -1.052 2.311 -1.163
Si 0.370 4.368 -1.172
C -0.583 5.597 -2.178
C 1.898 3.727 -2.004
C 0.534 4.879 0.599
Si -2.305 2.125 -3.327
C -0.952 2.456 -4.551
C -3.174 0.479 -3.424
C -3.540 3.520 -3.360
H -3.914 4.112 0.729
H -3.627 3.617 -0.928
H -2.383 4.489 0.018
H -2.936 2.029 3.301
H -2.049 3.482 2.817
H -1.227 1.928 2.910
H -4.555 0.629 1.180
H -3.139 -0.292 0.692
H -4.051 0.640 -0.514
H -0.756 5.285 -3.206
H 0.031 6.503 -2.218
H -1.532 5.886 -1.725
H 1.729 3.559 -3.068
H 2.286 2.808 -1.566
H 2.674 4.493 -1.909
H -0.386 5.334 0.972
H 1.310 5.647 0.657
H 0.812 4.072 1.272
H -0.056 1.861 -4.406
H -0.673 3.510 -4.562
H -1.355 2.217 -5.539
H -2.901 -0.255 -2.672
H -2.983 0.040 -4.405
H -4.250 0.655 -3.347
H -3.176 4.499 -3.054
H -4.469 3.296 -2.837
H -3.796 3.601 -4.423
*
```

---

Q: Which electronic energy values were calculated for the entries above? A: -2988.70382; -1950.69999; -1360.85379; -2307.90399; -8155.06990; -7446.99828, in Eh.